ORCA calculation (ωB97M-V/def2-TZVPD) on 3 unconnected molecules or ions with the total composition C27H51Br2F6N7O7P2.

Calculated values
**Molecular weight**: 921.49 g mol⁻¹
**Energy above the lowest of the compared OMol25 structures with the same formula, charge and spin**: 0.0 kJ/mol
**E_LUMO**: -0.291 eV
**Orbital gap**: 7.4 eV
**HOMO level**: -7.724 eV
**Net charge**: 0

Cartesian coordinates (Å):
C  5.568238  -2.063940  1.635002
C  4.644346  -0.857798  1.933609
C  4.449541  -0.091993  0.620568
N  3.413208  0.931477  0.681520
C  2.075547  0.445010  0.665301
C  1.717887  -0.727832  -0.250719
Br  1.090492  -2.322894  0.629255
C  1.824295  -0.720181  -1.572305
C  2.336317  0.435819  -2.380793
Br  1.322424  -2.228122  -2.632400
C  1.061561  1.578547  0.323472
C  -0.115708  1.162321  1.196997
C  -1.303486  2.081931  1.235012
O  -1.173351  3.265283  1.373095
C  -2.768021  1.518181  1.125494
F  -3.516267  2.565740  0.745664
F  -3.249273  1.124181  2.314569
C  -2.942694  0.441946  0.013787
F  -4.150470  0.622685  -0.562004
F  -2.042167  0.667680  -0.953001
C  -2.925740  -1.036165  0.492005
F  -2.154403  -1.243494  1.578234
F  -2.379732  -1.749535  -0.505431
C  -4.348284  -1.619855  0.697565
O  -4.819731  -2.439214  -0.028831
O  -5.045359  -1.089826  1.746868
C  0.674397  0.946429  2.493675
O  0.475855  1.332089  3.606291
O  1.735804  0.217995  2.061434
H  5.387692  -2.868155  2.345857
H  6.622640  -1.795389  1.700571
H  5.392938  -2.474046  0.639429
H  5.185645  -0.232838  2.637635
H  3.719623  -1.269773  2.324291
H  5.388249  0.441956  0.454201
H  4.355964  -0.798058  -0.213006
H  3.565906  1.678825  0.023231
H  1.480052  0.972849  -2.793041
H  2.908785  1.153384  -1.805257
H  2.954002  0.069674  -3.195749
H  1.519880  2.534917  0.577420
H  0.705664  1.654427  -0.700543
H  -0.426688  0.146368  0.946386
H  -4.574920  -1.314010  2.561866
C  -8.993243  -3.984256  3.022211
N  -8.713118  -3.547885  1.666639
C  -7.300126  -3.727618  1.306966
P  -9.786978  -3.713940  0.325642
O  -9.629954  -5.188678  0.025091
N  -11.489971  -3.725060  0.701852
C  -12.000104  -4.034275  2.026666
C  -12.266469  -4.454884  -0.297670
N  -9.864172  -1.955505  0.061678
C  -9.117824  -1.479106  -1.107726
C  -9.807257  -1.012250  1.143664
H  -8.226724  -3.592660  3.695345
H  -9.023546  -5.077467  3.125822
H  -9.926799  -3.571889  3.397661
H  -6.820766  -2.761534  1.181486
H  -7.184349  -4.282867  0.372303
H  -6.750248  -4.280517  2.069123
H  -11.602498  -4.975637  2.431084
H  -13.088104  -4.110479  1.999899
H  -11.792437  -3.223904  2.728126
H  -12.217967  -5.540502  -0.150511
H  -11.898142  -4.240833  -1.303882
H  -13.310343  -4.137267  -0.265388
H  -8.032997  -1.444758  -0.927082
H  -9.450922  -0.481586  -1.402717
H  -9.293579  -2.140935  -1.960717
H  -8.791219  -0.867493  1.534146
H  -10.458245  -1.300856  1.968265
H  -10.172902  -0.047477  0.781322
C  8.335083  5.555919  -2.106133
N  8.847528  4.527194  -1.217228
C  9.191684  5.062952  0.103591
P  8.304775  2.889421  -1.176083
O  6.985931  3.050941  -0.447451
N  7.672292  2.252041  -2.670813
C  7.196692  3.097190  -3.753297
C  6.713386  1.182060  -2.431892
N  9.911775  2.251163  -1.594311
C  10.627948  1.616448  -0.482126
C  10.810723  2.948985  -2.472387
H  8.975938  6.438201  -2.047651
H  7.305653  5.855453  -1.869622
H  8.379836  5.250737  -3.148727
H  10.276494  5.026921  0.261146
H  8.718279  4.497966  0.910954
H  8.872237  6.097389  0.216621
H  6.466298  3.848619  -3.421653
H  6.727253  2.486441  -4.525869
H  8.025880  3.597524  -4.256305
H  5.723471  1.573552  -2.158269
H  7.052699  0.538604  -1.615890
H  6.614671  0.549734  -3.316133
H  11.058007  2.351602  0.213486
H  11.433159  0.978083  -0.851276
H  9.947038  0.976568  0.086786
H  11.318157  3.792290  -1.986443
H  10.303876  3.316274  -3.363930
H  11.573581  2.245251  -2.815615

Atoms 1-2, force components in eV/Å:
-0.1 0.1 0.2
0.8 -1.0 -1.0

Results of the Löwdin charge analysis, in e, for atoms 1 through 99: number 1, C, carries -0.11; number 2, C, carries -0.21; number 3, C, carries -0.22; number 4, N, carries 0.05; number 5, C, carries -0.48; number 6, C, carries -0.60; number 7, Br, carries 0.80; number 8, C, carries -0.75; number 9, C, carries -0.12; number 10, Br, carries 0.74; number 11, C, carries -0.02; number 12, C, carries -0.13; number 13, C, carries -0.21; number 14, O, carries 0.20; number 15, C, carries -0.36; number 16, F, carries 0.15; number 17, F, carries 0.16; number 18, C, carries -0.35; number 19, F, carries 0.16; number 20, F, carries 0.17; number 21, C, carries -0.36; number 22, F, carries 0.13; number 23, F, carries 0.14; number 24, C, carries -0.39; number 25, O, carries 0.20; number 26, O, carries 0.11; number 27, C, carries -0.40; number 28, O, carries 0.18; number 29, O, carries 0.02; number 30, H, carries 0.07; number 31, H, carries 0.07; number 32, H, carries 0.07; number 33, H, carries 0.11; number 34, H, carries 0.09; number 35, H, carries 0.11; number 36, H, carries 0.11; number 37, H, carries 0.11; number 38, H, carries 0.09; number 39, H, carries 0.06; number 40, H, carries 0.07; number 41, H, carries 0.15; number 42, H, carries 0.12; number 43, H, carries 0.11; number 44, H, carries 0.13; number 45, C, carries -0.13; number 46, N, carries -0.33; number 47, C, carries -0.12; number 48, P, carries 0.76; number 49, O, carries -0.28; number 50, N, carries -0.33; number 51, C, carries -0.15; number 52, C, carries -0.16; number 53, N, carries -0.33; number 54, C, carries -0.14; number 55, C, carries -0.13; number 56, H, carries 0.08; number 57, H, carries 0.09; number 58, H, carries 0.05; number 59, H, carries 0.04; number 60, H, carries 0.08; number 61, H, carries 0.09; number 62, H, carries 0.08; number 63, H, carries 0.08; number 64, H, carries 0.06; number 65, H, carries 0.08; number 66, H, carries 0.07; number 67, H, carries 0.08; number 68, H, carries 0.07; number 69, H, carries 0.08; number 70, H, carries 0.08; number 71, H, carries 0.08; number 72, H, carries 0.07; number 73, H, carries 0.09; number 74, C, carries -0.13; number 75, N, carries -0.34; number 76, C, carries -0.12; number 77, P, carries 0.76; number 78, O, carries -0.29; number 79, N, carries -0.32; number 80, C, carries -0.14; number 81, C, carries -0.16; number 82, N, carries -0.33; number 83, C, carries -0.14; number 84, C, carries -0.13; number 85, H, carries 0.08; number 86, H, carries 0.09; number 87, H, carries 0.05; number 88, H, carries 0.07; number 89, H, carries 0.07; number 90, H, carries 0.08; number 91, H, carries 0.08; number 92, H, carries 0.08; number 93, H, carries 0.06; number 94, H, carries 0.07; number 95, H, carries 0.07; number 96, H, carries 0.08; number 97, H, carries 0.07; number 98, H, carries 0.08; number 99, H, carries 0.07